No. 1
Molecular formula: C3H6O5
Method: DFT, the ωB97M-V functional and the def2-TZVPD basis

```
! RIJCOSX wB97M-V def2-TZVPD def2/J DEFGRID3
* xyz 0 1
C 0.946 1.222 -0.715
H -0.848 1.635 1.136
H -2.310 1.509 0.116
H 2.700 -1.416 0.203
O -0.989 -0.744 1.875
O 2.314 -2.127 -0.358
H -1.740 -0.640 -1.107
H 1.860 -2.725 0.278
O 1.588 0.924 0.321
O -0.405 1.356 -0.770
O -1.784 -1.161 -0.259
H 1.267 1.437 -1.754
C -1.296 -0.359 0.745
C -1.302 1.087 0.289
*
```

Computed properties:
lowest unoccupied orbital energy = 0.383 eV
HOMO-LUMO gap = 11.297 eV


No. 2
Molecular formula: C9H18NO12
Method: DFT, the ωB97M-V functional and the def2-TZVPD basis

```
! RIJCOSX wB97M-V def2-TZVPD def2/J DEFGRID3
* xyz -1 1
H 0.450 -0.788 0.280
O 3.071 0.911 1.412
H -2.091 -2.640 -3.775
C 3.969 0.117 1.599
H -1.493 -1.053 -4.293
O -0.657 -0.317 3.866
O 4.435 -0.947 0.815
C 4.198 0.877 3.906
H 4.996 0.763 4.639
O -0.130 1.128 -2.636
C -5.664 1.532 -3.618
O -0.748 -1.178 1.882
O -3.477 -1.223 -3.685
C -2.112 -1.572 -3.562
O 4.618 0.039 2.819
H 0.628 0.982 4.933
H -0.891 0.400 5.774
N 0.720 0.530 -1.985
H 3.063 -1.806 -0.366
O -2.999 0.970 -3.920
H 3.209 0.647 4.302
O 1.532 1.069 -1.193
H -1.023 1.566 4.561
C -0.420 0.700 4.838
C -0.345 -0.079 2.567
C -3.763 0.037 -3.708
H -0.643 -2.173 0.104
H 4.157 1.899 3.527
H -1.351 -0.650 -0.078
H 4.652 -1.819 -1.004
C -0.558 -1.153 0.476
O 0.121 0.958 2.047
C 3.963 -1.195 -0.434
H 3.858 -0.313 -1.065
O 0.815 -0.706 -2.096
H -6.753 1.541 -3.665
H -5.108 2.046 -4.402
H -5.492 2.087 -2.696
O -5.085 0.195 -3.576
H -1.653 -1.381 -2.591
*
```

Computed properties:
lowest unoccupied orbital energy = 2.738 eV
HOMO-LUMO gap = 7.064 eV


No. 3
Molecular formula: C21H25HgN5O2P2S3
Method: DFT, the ωB97M-V functional and the def2-TZVPD basis

```
! RIJCOSX wB97M-V def2-TZVPD def2/J DEFGRID3
* xyz -1 2
C -3.485 0.493 1.792
C -0.995 -3.127 -0.791
O -0.453 5.685 -2.307
H -0.253 -1.409 2.544
H 3.952 1.115 1.026
H 2.870 2.472 0.615
N -5.150 -0.045 4.039
S 1.163 4.048 -1.205
H -2.509 5.950 -2.266
H 3.203 0.131 -2.722
H -1.825 5.546 -3.858
C 3.856 -1.667 -0.026
C -1.107 1.764 2.139
N 2.385 -3.786 -2.980
H -0.457 -3.132 2.143
H -1.524 7.162 -3.141
N -1.473 1.421 0.876
C -0.418 -2.197 -4.393
N -1.225 -2.364 -5.196
S -3.408 0.742 5.864
C -0.312 4.410 -1.952
H 1.102 -4.206 0.783
H 4.396 0.770 -1.561
C -2.662 0.792 0.743
C -1.662 6.103 -2.934
C 4.199 -2.963 0.306
Hg -0.089 1.542 -0.896
H 4.645 -0.963 -0.256
H 5.239 -3.258 0.326
C 3.199 -3.880 0.599
C -3.109 0.826 3.130
H -0.226 -3.742 -1.256
C -1.857 1.495 3.244
H -1.644 -2.750 -1.582
O -0.244 -0.030 -2.821
P 2.192 0.470 -0.553
N 0.639 -0.912 -2.636
H -5.721 -0.058 4.868
C 2.916 1.406 0.840
C 2.521 -1.265 -0.082
C 1.579 -2.985 -3.170
H -0.157 2.279 2.231
H -4.394 -0.048 1.572
H -5.640 0.252 3.208
P -0.266 -1.694 0.133
H 3.451 -4.899 0.861
S -1.586 3.312 -2.165
C -0.730 -2.113 1.861
H -1.510 1.788 4.224
C -3.900 0.520 4.265
H -1.591 -3.753 -0.125
C 1.876 -3.485 0.549
C 0.585 -1.991 -3.399
H 2.329 1.219 1.741
H -1.808 -1.982 1.967
C 3.361 0.825 -1.901
H -2.937 0.506 -0.266
C 1.511 -2.184 0.202
H 3.156 1.841 -2.247
*
```

Computed properties:
<S²> = 0.76
lowest unoccupied orbital energy (spin up / spin down) = 2.416 / 2.406 eV
HOMO-LUMO gap (spin up / spin down) = 5.435 / 7.477 eV


Ordered energy above the lowest of the compared OMol25 structures with the same formula, charge and spin results: 145.0; 0.0; 0.0; unit kJ/mol.